[1]
DFT (the ωB97M-V functional and the def2-TZVPD basis) results for C30H34BrCl7CrNO2 as an isolated structure in a non-equilibrium geometry.

Results
2S+1: 2
energy: -223367.7365 eV
LUMO level (spin up / spin down): -0.86 / -0.47 eV
strongest force on any atom: 2.85 eV/Å
orbital gap (spin up / spin down): 7.89 / 8.09 eV

Last column: Löwdin spin population.
CARTESIAN COORDINATES (ANGSTROEM)
Cr (-0.612, 0.004, -0.427)  1.0339
C (-0.218, -0.567, 1.696)  -0.0138
C (0.854, 0.380, 1.577)  -0.0137
C (1.742, -0.151, 0.567)  -0.0130
C (1.218, -1.423, 0.195)  -0.0134
C (0.056, -1.729, 0.930)  -0.0072
C (-0.502, -3.107, 1.207)  0.0004
C (-2.030, -3.145, 1.154)  -0.0003
C (0.052, -4.128, 0.209)  0.0001
C (-0.042, -3.484, 2.627)  -0.0007
C (3.083, 0.315, -0.011)  -0.0003
C (2.977, 1.749, -0.542)  -0.0001
C (3.552, -0.552, -1.198)  0.0000
C (4.217, 0.168, 1.018)  -0.0006
C (0.911, 1.464, 2.667)  -0.0004
C (-0.021, 2.637, 2.335)  -0.0005
C (2.302, 2.024, 2.988)  0.0000
C (0.414, 0.851, 3.999)  -0.0004
H (-0.965, -0.532, 2.472)  0.0007
H (1.734, -2.132, -0.427)  -0.0001
H (-2.386, -2.747, 0.209)  -0.0001
H (-2.471, -2.565, 1.961)  0.0000
H (-2.378, -4.171, 1.243)  0.0000
H (-0.230, -3.865, -0.810)  0.0000
H (-0.349, -5.114, 0.429)  0.0000
H (1.137, -4.190, 0.275)  0.0000
H (-0.486, -2.824, 3.367)  -0.0001
H (1.040, -3.414, 2.712)  0.0000
H (-0.341, -4.504, 2.856)  -0.0001
H (2.322, 1.770, -1.416)  0.0001
H (3.957, 2.123, -0.838)  0.0000
H (2.563, 2.430, 0.192)  0.0000
H (2.879, -0.497, -2.045)  0.0000
H (3.697, -1.590, -0.909)  0.0000
H (4.517, -0.177, -1.539)  0.0000
H (4.084, 0.782, 1.894)  0.0000
H (5.160, 0.448, 0.550)  -0.0001
H (4.294, -0.872, 1.330)  0.0000
H (0.360, 3.214, 1.497)  0.0000
H (-0.098, 3.301, 3.197)  0.0000
H (-1.020, 2.277, 2.094)  -0.0001
H (2.806, 2.439, 2.121)  0.0000
H (2.918, 1.250, 3.444)  0.0000
H (2.194, 2.828, 3.716)  0.0000
H (-0.671, 0.797, 4.038)  0.0000
H (0.736, 1.483, 4.825)  0.0000
H (0.830, -0.144, 4.153)  -0.0001
Cl (-3.931, -3.723, -1.956)  0.0004
C (-3.684, -2.121, -2.672)  -0.0005
Cl (-4.856, -0.962, -2.031)  0.0003
C (-2.239, -1.672, -2.338)  0.0032
O (-1.349, -1.971, -3.121)  0.0084
O (-2.122, -1.039, -1.260)  0.0083
H (-3.831, -2.212, -3.748)  -0.0001
Br (2.288, -1.534, -4.981)  -0.0003
C (1.023, -0.302, -4.310)  -0.0005
C (0.498, 0.690, -5.123)  0.0018
C (-0.451, 1.519, -4.550)  -0.0002
C (-0.796, 1.353, -3.220)  0.0027
N (-0.220, 0.452, -2.415)  0.0002
C (0.644, -0.391, -2.984)  0.0034
H (0.801, 0.788, -6.154)  0.0001
H (-0.928, 2.292, -5.129)  0.0000
H (-1.576, 1.958, -2.786)  0.0001
H (1.036, -1.181, -2.364)  0.0005
Cl (-0.058, 3.244, -1.037)  0.0024
C (-1.670, 2.871, -0.550)  0.0064
C (-1.917, 1.557, -0.156)  -0.0202
C (-3.186, 1.350, 0.389)  0.0056
Cl (-3.504, -0.176, 1.079)  0.0037
C (-4.175, 2.329, 0.435)  -0.0029
Cl (-5.716, 1.989, 1.111)  -0.0019
C (-3.900, 3.603, -0.060)  0.0100
Cl (-5.111, 4.820, -0.051)  0.0035
C (-2.619, 3.886, -0.529)  -0.0026
Cl (-2.239, 5.474, -1.075)  -0.0018



[2]
DFT (the ωB97M-V functional and the def2-TZVPD basis) results for one molecule with the formula C4H7N3 in a non-equilibrium geometry.

Results
2S+1: 1
energy: -8730.6439 eV
LUMO level: 0.97 eV
strongest force on any atom: 1.39 eV/Å
SMILES string: [H]/N=C1\CC=NN1C
orbital gap: 9.32 eV
ΔE to the lowest compared entry with this formula, charge and spin: 99.9 kJ/mol

Last column: natural (NBO) charge in e.
CARTESIAN COORDINATES (ANGSTROEM)
C (1.954, -0.717, 0.046)  -0.4097
C (-1.530, -0.982, -0.032)  0.0253
C (-1.557, 0.497, 0.033)  -0.5567
C (-0.046, 0.785, -0.060)  0.4480
H (2.201, -0.925, 1.078)  0.1951
H (2.519, 0.153, -0.286)  0.2346
H (2.213, -1.580, -0.608)  0.2135
H (-2.358, -1.661, 0.041)  0.2028
H (-2.028, 0.930, -0.834)  0.2491
H (-2.086, 0.917, 0.895)  0.2510
H (-0.062, 2.641, 0.016)  0.3394
N (0.559, -0.453, -0.116)  -0.2853
N (-0.352, -1.497, -0.095)  -0.1936
N (0.573, 1.891, -0.078)  -0.7135



[3]
DFT (the ωB97M-V functional and the def2-TZVPD basis) results for a 2-piece molecular cluster, C2H7NS2 overall in a non-equilibrium geometry.

Results
total charge: -1
2S+1: 2
energy: -25346.8922 eV
LUMO level (spin up / spin down): 3.70 / 3.65 eV
strongest force on any atom: 2.57 eV/Å
orbital gap (spin up / spin down): 4.05 / 6.42 eV
ΔE to the lowest compared entry with this formula, charge and spin: 80.6 kJ/mol

Last column: Löwdin spin population.
CARTESIAN COORDINATES (ANGSTROEM)
S (0.886, -0.823, -1.733)  0.4904
S (-0.902, -1.633, -0.540)  0.4388
H (0.600, 0.429, -1.396)  0.0275
H (-1.124, -0.583, 0.253)  0.0335
C (-0.429, 1.063, 2.491)  0.0024
C (0.431, 1.617, 1.657)  0.0008
N (0.139, 1.890, 0.319)  0.0002
H (-1.360, 0.702, 2.067)  0.0039
H (-0.384, 1.118, 3.562)  0.0001
H (1.418, 1.846, 2.054)  0.0007
H (-0.845, 1.842, 0.104)  0.0005
H (0.523, 2.782, 0.055)  0.0012



[4]
DFT (the ωB97M-V functional and the def2-TZVPD basis) results for a 8-piece molecular cluster, C43H90N9O7 overall.

Results
total charge: +1
2S+1: 1
energy: -73790.3297 eV
LUMO level: -4.21 eV
strongest force on any atom: 0.89 eV/Å
orbital gap: 6.12 eV
ΔE to the lowest compared entry with this formula, charge and spin: 0.0 kJ/mol

Last column: Mulliken charge in e.
CARTESIAN COORDINATES (ANGSTROEM)
C (4.208, -3.249, -0.758)  -1.5540
C (3.817, -1.958, -1.482)  0.2469
C (4.326, -1.942, -2.926)  -0.3067
C (3.280, -2.371, -3.949)  -1.1380
C (2.277, -1.241, -4.262)  0.7744
C (2.549, -0.586, -5.626)  -1.0802
C (2.413, 0.932, -5.654)  -1.2523
C (3.486, 1.613, -4.786)  -0.0508
C (2.954, 2.192, -3.458)  -0.3325
C (3.642, 1.646, -2.203)  1.0102
C (3.671, 2.582, -0.982)  -1.4574
C (3.166, 1.965, 0.318)  -0.5120
C (1.695, 1.492, 0.345)  -0.7874
C (0.682, 2.497, -0.234)  -1.1069
C (-0.154, 2.007, -1.423)  -0.1739
C (-1.584, 1.634, -1.042)  -1.1218
C (-2.496, 2.876, -1.038)  -1.0079
C (-3.411, 2.951, -2.249)  -1.2686
C (-4.554, 1.990, -2.279)  0.6270
C (-5.137, 1.395, -1.173)  0.0434
C (-6.255, 0.581, -1.347)  -0.5728
N (-6.792, 0.317, -2.510)  -0.7157
N (-6.190, 0.886, -3.550)  0.2970
C (-5.141, 1.680, -3.497)  -0.4894
H (5.147, -3.104, -0.240)  0.3825
H (4.328, -4.062, -1.465)  0.3606
H (3.464, -3.563, -0.036)  0.3847
H (4.273, -1.125, -0.958)  0.0347
H (2.741, -1.805, -1.488)  0.1964
H (5.194, -2.589, -3.007)  0.6576
H (4.649, -0.944, -3.211)  -0.3028
H (3.780, -2.632, -4.875)  0.4407
H (2.759, -3.264, -3.611)  0.3924
H (2.350, -0.474, -3.497)  -0.7476
H (1.267, -1.635, -4.257)  0.5600
H (3.556, -0.829, -5.947)  0.4176
H (1.886, -1.008, -6.378)  0.4643
H (2.516, 1.247, -6.688)  0.3871
H (1.424, 1.241, -5.325)  0.3461
H (4.251, 0.869, -4.582)  -0.0049
H (3.955, 2.429, -5.310)  0.3903
H (1.905, 1.952, -3.377)  -0.6272
H (3.077, 3.269, -3.481)  0.7643
H (4.671, 1.413, -2.459)  0.5208
H (3.173, 0.707, -1.921)  -0.8660
H (4.710, 2.845, -0.810)  0.4387
H (3.178, 3.526, -1.180)  0.4616
H (3.310, 2.671, 1.128)  0.5244
H (3.799, 1.115, 0.548)  -0.0393
H (1.444, 1.337, 1.391)  0.4560
H (1.589, 0.518, -0.125)  0.3502
H (-0.013, 2.781, 0.554)  0.6534
H (1.202, 3.401, -0.509)  0.4876
H (0.339, 1.177, -1.911)  0.0741
H (-0.204, 2.814, -2.150)  0.3166
H (-1.586, 1.168, -0.061)  0.4144
H (-1.955, 0.875, -1.728)  0.5419
H (-1.865, 3.755, -1.084)  0.5708
H (-3.069, 2.927, -0.120)  0.6528
H (-3.860, 3.945, -2.278)  0.4358
H (-2.825, 2.864, -3.159)  0.4588
H (-4.764, 1.575, -0.183)  0.4560
H (-6.735, 0.167, -0.472)  0.7092
H (-6.616, 0.682, -4.444)  0.2745
H (-4.768, 2.079, -4.424)  0.5192
C (1.808, -7.246, 0.536)  -1.3421
C (1.630, -5.894, 1.188)  0.8151
O (2.571, -5.262, 1.629)  -0.6329
N (0.361, -5.398, 1.259)  -0.1472
C (-0.862, -6.010, 0.784)  -0.8355
H (2.863, -7.493, 0.556)  0.2884
H (1.252, -8.015, 1.073)  0.3947
H (1.468, -7.227, -0.501)  0.3606
H (0.306, -4.495, 1.702)  0.2230
H (-1.337, -5.382, 0.028)  0.2750
H (-1.569, -6.159, 1.603)  0.2901
H (-0.651, -6.975, 0.338)  0.3108
C (-8.933, -1.360, 1.840)  -1.2983
C (-8.485, 0.074, 1.967)  0.8016
O (-7.609, 0.553, 1.238)  -0.6416
N (-9.077, 0.832, 2.904)  -0.1233
C (-10.122, 0.434, 3.836)  -0.5490
H (-8.365, -1.831, 1.043)  0.2305
H (-8.769, -1.906, 2.767)  0.3171
H (-9.995, -1.418, 1.604)  0.4086
H (-8.744, 1.783, 2.937)  0.2176
H (-11.011, 1.044, 3.677)  0.3077
H (-9.779, 0.573, 4.862)  0.2858
H (-10.382, -0.609, 3.693)  0.0321
C (7.359, 0.394, 3.067)  -1.1974
C (6.009, 1.040, 2.887)  0.8271
O (5.807, 1.944, 2.093)  -0.6474
N (4.988, 0.558, 3.654)  -0.1020
C (5.036, -0.515, 4.627)  -0.7322
H (8.062, 0.872, 2.392)  0.3567
H (7.712, 0.519, 4.092)  0.3328
H (7.320, -0.669, 2.838)  0.2753
H (4.109, 1.023, 3.499)  0.2098
H (4.355, -1.321, 4.347)  0.2675
H (4.755, -0.153, 5.618)  0.3016
H (6.040, -0.922, 4.681)  0.1470
C (7.157, -4.145, 4.476)  -1.3869
C (8.395, -3.361, 4.103)  0.8393
O (8.446, -2.681, 3.090)  -0.6690
N (9.460, -3.438, 4.941)  -0.1647
C (9.583, -4.189, 6.176)  -0.8360
H (6.407, -3.979, 3.710)  0.2635
H (7.375, -5.212, 4.532)  0.4511
H (6.763, -3.819, 5.439)  0.3734
H (10.253, -2.896, 4.636)  0.2423
H (9.788, -3.521, 7.014)  0.2828
H (10.396, -4.914, 6.106)  0.2877
H (8.664, -4.726, 6.383)  0.3149
C (-7.387, 4.370, 0.279)  -0.8183
C (-7.672, 5.840, 0.504)  0.4427
O (-8.659, 6.210, 1.107)  -0.6405
N (-6.774, 6.736, 0.006)  -0.1515
C (-5.552, 6.472, -0.723)  -0.3163
H (-8.186, 3.796, 0.736)  0.2754
H (-7.354, 4.138, -0.788)  0.3011
H (-6.440, 4.081, 0.739)  0.2791
H (-7.020, 7.696, 0.188)  0.2181
H (-4.687, 6.873, -0.191)  0.3088
H (-5.585, 6.928, -1.715)  0.2981
H (-5.414, 5.402, -0.840)  -0.1911
C (-12.814, -2.835, 5.750)  -1.4299
C (-11.415, -2.889, 5.186)  0.8630
O (-11.189, -2.659, 4.004)  -0.6562
N (-10.409, -3.205, 6.037)  -0.1393
C (-10.491, -3.507, 7.456)  -0.8857
H (-13.494, -2.572, 4.947)  0.3178
H (-13.106, -3.802, 6.160)  0.3981
H (-12.887, -2.085, 6.538)  0.3818
H (-9.502, -3.235, 5.600)  0.2216
H (-9.894, -2.800, 8.033)  0.2922
H (-10.123, -4.514, 7.654)  0.2984
H (-11.518, -3.445, 7.794)  0.3343
C (7.567, 2.340, -5.127)  -1.0115
C (6.859, 3.573, -5.643)  0.8024
O (5.708, 3.830, -5.326)  -0.6343
N (7.552, 4.390, -6.476)  -0.1882
C (8.914, 4.244, -6.953)  -0.8481
H (6.881, 1.802, -4.481)  -0.0194
H (7.866, 1.690, -5.950)  0.3519
H (8.454, 2.611, -4.555)  0.4041
H (7.026, 5.193, -6.782)  0.2460
H (9.522, 5.096, -6.648)  0.2856
H (8.934, 4.177, -8.042)  0.2847
H (9.360, 3.343, -6.548)  0.3200



[5]
DFT (the ωB97M-V functional and the def2-TZVPD basis) results for a 2-piece molecular cluster, C4H11N2 overall in a non-equilibrium geometry.

Results
total charge: +1
2S+1: 1
energy: -7297.6336 eV
LUMO level: -4.23 eV
strongest force on any atom: 3.91 eV/Å
orbital gap: 9.48 eV
ΔE to the lowest compared entry with this formula, charge and spin: 319.8 kJ/mol

Last column: natural (NBO) charge in e.
CARTESIAN COORDINATES (ANGSTROEM)
C (0.111, 1.262, 0.426)  -0.7592
C (1.226, 0.632, -0.252)  0.3023
C (2.427, -1.528, -0.448)  -0.4222
C (-3.045, 0.003, 0.300)  0.0091
N (-2.378, 0.786, -0.420)  -0.6204
N (1.333, -0.631, 0.017)  -0.4410
H (0.147, 2.370, 0.680)  0.2729
H (-0.812, 0.952, 0.051)  0.3346
H (1.937, 1.246, -0.808)  0.2511
H (3.254, -1.628, 0.372)  0.2477
H (2.017, -2.457, -0.630)  0.2271
H (2.655, -1.134, -1.440)  0.2309
H (-2.493, -0.326, 1.141)  0.1507
H (-4.062, -0.224, 0.185)  0.1856
H (-0.107, 0.648, 1.343)  0.2341
H (-2.912, 1.134, -1.232)  0.3676
H (0.705, -1.106, 0.715)  0.4293



[6]
DFT (the ωB97M-V functional and the def2-TZVPD basis) results for a 3-piece molecular cluster, C16H37F5O8P2Si overall in a non-equilibrium geometry.

Results
2S+1: 1
energy: -73612.3614 eV
LUMO level: -1.67 eV
strongest force on any atom: 8.52 eV/Å
SMILES string: CC(C)CC[SiH2]CCCC(F)(F)C(F)(F)F.COP(=O)(OC)OC.COP(=O)(OC)OC
orbital gap: 7.73 eV

Last column: natural (NBO) charge in e.
CARTESIAN COORDINATES (ANGSTROEM)
C (4.392, 1.675, -2.372)  -0.6212
C (3.269, 2.220, -1.439)  -0.2070
C (2.199, 2.943, -2.303)  -0.6087
C (2.683, 1.181, -0.469)  -0.3885
C (1.646, 0.195, -1.095)  -0.8695
Si (2.318, -1.570, -1.407)  1.1313
C (2.056, -1.917, -3.277)  -0.8426
C (3.037, -3.047, -3.759)  -0.4028
C (3.847, -2.547, -5.013)  -0.4622
C (5.291, -2.323, -4.555)  0.6166
F (5.290, -1.479, -3.504)  -0.3217
F (5.818, -3.507, -4.189)  -0.3195
C (6.208, -1.729, -5.697)  0.9146
F (7.326, -2.458, -5.774)  -0.3146
F (6.542, -0.486, -5.416)  -0.2988
F (5.635, -1.834, -6.886)  -0.3100
H (3.965, 1.520, -3.373)  0.1971
H (4.918, 0.797, -1.985)  0.2163
H (5.146, 2.468, -2.500)  0.2097
H (3.730, 3.012, -0.826)  0.1924
H (1.865, 2.288, -3.116)  0.1981
H (2.648, 3.861, -2.696)  0.2109
H (1.351, 3.165, -1.638)  0.2077
H (3.454, 0.621, 0.081)  0.2023
H (2.145, 1.751, 0.309)  0.1993
H (0.843, 0.074, -0.350)  0.2606
H (1.154, 0.556, -2.006)  0.2311
H (1.531, -2.520, -0.584)  -0.1818
H (3.726, -1.744, -1.008)  -0.1869
H (0.997, -2.190, -3.370)  0.2389
H (2.291, -0.963, -3.766)  0.2204
H (2.510, -3.985, -3.958)  0.2154
H (3.730, -3.242, -2.931)  0.2103
H (3.841, -3.388, -5.717)  0.2338
H (3.414, -1.642, -5.443)  0.2273
C (-5.227, 1.464, 1.538)  -0.2754
O (-3.817, 1.326, 1.269)  -0.6960
P (-3.391, 0.636, -0.218)  2.3410
O (-2.059, 0.106, 0.234)  -1.0423
O (-3.256, 2.104, -0.904)  -0.8179
C (-2.430, 3.079, -0.278)  -0.2485
O (-3.379, -0.066, -1.752)  -0.6730
C (-4.341, -1.111, -1.981)  -0.2721
H (-5.343, 1.915, 2.521)  0.2084
H (-5.700, 2.107, 0.789)  0.1718
H (-5.704, 0.483, 1.541)  0.1821
H (-1.649, 2.622, 0.330)  0.2019
H (-3.042, 3.733, 0.345)  0.1747
H (-1.966, 3.678, -1.060)  0.1886
H (-5.357, -0.732, -1.867)  0.1719
H (-4.175, -1.938, -1.285)  0.1841
H (-4.214, -1.474, -2.998)  0.2020
C (-2.400, -1.472, 7.917)  -0.2758
O (-2.938, -1.648, 6.593)  -0.6953
P (-3.771, -0.321, 5.937)  2.3405
O (-4.643, -1.149, 5.038)  -1.0436
O (-2.466, 0.243, 5.160)  -0.8148
C (-1.741, -0.638, 4.302)  -0.2524
O (-4.588, 1.139, 5.698)  -0.6796
C (-5.311, 1.653, 6.829)  -0.2716
H (-1.898, -2.393, 8.205)  0.2027
H (-1.677, -0.652, 7.931)  0.1771
H (-3.202, -1.271, 8.630)  0.1725
H (-2.368, -1.443, 3.921)  0.2052
H (-0.893, -1.059, 4.843)  0.1715
H (-1.366, -0.056, 3.462)  0.2087
H (-4.634, 1.856, 7.660)  0.1718
H (-6.079, 0.940, 7.144)  0.1822
H (-5.792, 2.583, 6.533)  0.2012